#w
A 10-piece molecular cluster, H18NO12 overall, computed with ωB97M-V with the def2-TZVPD basis set.

Positions of all 31 atoms, in Å:
N: -0.923 0.731 0.451
O: -0.016 1.588 0.580
O: -1.157 0.384 -0.706
O: -0.949 -0.190 1.305
O: 1.987 2.611 -1.724
H: 1.447 3.136 -1.225
H: 1.400 2.006 -2.205
O: 1.953 -0.131 -0.478
H: 1.734 0.714 -0.634
H: 2.882 -0.221 -0.742
O: -2.815 -2.406 0.417
H: -3.358 -2.494 -0.326
H: -2.833 -1.486 0.693
O: -0.644 0.745 4.096
H: -1.412 0.742 3.506
H: -0.415 -0.181 4.164
O: -2.203 -1.392 -2.807
H: -1.606 -2.040 -3.176
H: -1.746 -0.839 -2.237
O: 0.729 -1.793 2.506
H: 0.427 -2.150 3.363
H: 0.138 -1.091 2.180
O: -0.030 -2.287 -0.416
H: -0.105 -1.378 -0.129
H: -0.986 -2.390 -0.468
O: 1.087 0.586 -3.109
H: 0.925 -0.016 -2.423
H: 0.373 0.481 -3.712
O: 2.010 3.035 1.476
H: 2.716 3.106 0.861
H: 1.390 2.617 0.920

The orbital gap comes out at 9.350 eV. Its net charge is -1.

Mulliken population analysis, charges in e, atoms 1 to 8: atom 1 (N): 0.6624, atom 2 (O): -0.7204, atom 3 (O): -0.6250, atom 4 (O): -0.4647, atom 5 (O): -0.6576, atom 6 (H): 0.3079, atom 7 (H): 0.4063, atom 8 (O): -0.4852

---

#x
A 10-piece molecular cluster, H18NO12 overall, computed with ωB97M-V with the def2-TZVPD basis set.

Positions of all 31 atoms, in Å:
N: -0.333 -0.332 -0.175
O: 0.206 0.563 0.580
O: -0.372 -0.229 -1.410
O: -0.605 -1.415 0.343
O: -1.816 -3.916 0.842
H: -2.768 -3.984 0.681
H: -1.499 -3.074 0.737
O: -3.552 -0.209 -0.847
H: -3.767 0.646 -1.070
H: -2.839 -0.379 -1.529
O: 0.701 1.980 -1.335
H: 0.511 1.122 -0.911
H: -0.063 2.421 -1.773
O: 1.555 3.881 0.470
H: 1.595 3.153 1.206
H: 1.331 3.141 -0.101
O: -1.400 -2.235 -3.412
H: -0.628 -2.058 -4.108
H: -1.198 -1.525 -2.759
O: -1.692 0.967 3.495
H: -1.022 1.157 4.131
H: -1.225 0.527 2.950
O: 1.897 1.663 2.191
H: 1.316 1.191 1.576
H: 2.606 0.981 2.563
O: 2.358 -0.558 -2.506
H: 1.440 -0.591 -2.186
H: 2.776 0.427 -2.570
O: 2.441 -1.269 1.342
H: 2.582 -1.137 2.257
H: 1.471 -0.924 1.320

The orbital gap comes out at 9.931 eV. Its net charge is -1.

Mulliken population analysis, charges in e, atoms 1 to 8: atom 1 (N): 1.2226, atom 2 (O): -0.7544, atom 3 (O): -0.8765, atom 4 (O): -0.7672, atom 5 (O): -0.6336, atom 6 (H): 0.2977, atom 7 (H): 0.4881, atom 8 (O): -0.6147

---

Which of them is least stable? Easy: #x.

---

#w
A 10-piece molecular cluster, H18NO12 overall, computed with ωB97M-V with the def2-TZVPD basis set.

Positions of all 31 atoms, in Å:
N: 26.205 17.019 39.264
O: 26.330 18.004 40.041
O: 26.543 17.297 38.072
O: 26.162 15.875 39.710
O: 27.210 15.689 35.879
H: 26.708 16.426 35.580
H: 27.355 15.906 36.776
O: 25.971 13.724 37.909
H: 26.711 13.695 37.379
H: 26.113 14.408 38.559
O: 28.645 19.455 40.863
H: 27.797 18.994 40.736
H: 28.743 20.392 41.469
O: 24.322 14.973 41.789
H: 25.042 14.931 41.030
H: 23.419 15.341 41.352
O: 28.184 19.525 37.712
H: 28.426 19.559 38.515
H: 27.336 19.044 37.888
O: 24.323 20.298 39.546
H: 24.934 19.528 39.435
H: 24.797 21.006 40.056
O: 23.697 14.879 36.840
H: 24.558 14.789 37.463
H: 24.144 15.000 35.970
O: 25.650 18.005 35.313
H: 25.648 17.684 36.110
H: 24.771 18.112 34.909
O: 28.788 16.088 40.969
H: 28.580 15.287 40.521
H: 28.069 16.761 40.736

The orbital gap comes out at 10.305 eV. Its net charge is -1.

Mulliken population analysis, charges in e, atoms 1 to 8: atom 1 (N): 0.8044, atom 2 (O): -0.7492, atom 3 (O): -0.5915, atom 4 (O): -0.5764, atom 5 (O): -0.7016, atom 6 (H): 0.3169, atom 7 (H): 0.3648, atom 8 (O): -0.6547

---

#x
A 10-piece molecular cluster, H18NO12 overall, computed with ωB97M-V with the def2-TZVPD basis set.

Positions of all 31 atoms, in Å:
N: -1.627 -0.229 -0.259
O: -0.713 0.600 -0.110
O: -2.042 -0.901 0.711
O: -1.709 -0.807 -1.336
O: -1.641 -3.942 0.392
H: -0.716 -3.680 0.367
H: -2.019 -3.102 0.262
O: -0.950 -0.570 3.263
H: -1.407 -0.704 2.448
H: -0.465 0.233 3.128
O: -1.634 -2.098 -3.562
H: -1.724 -1.696 -2.694
H: -0.720 -2.354 -3.572
O: 2.436 1.543 -0.040
H: 2.082 0.803 -0.477
H: 2.364 1.405 0.907
O: 0.309 3.063 0.580
H: -0.311 2.391 0.315
H: 1.170 2.664 0.298
O: 1.712 -0.458 -1.552
H: 1.336 0.184 -2.077
H: 2.670 -0.339 -1.654
O: 1.251 -0.876 1.348
H: 0.674 -1.191 2.040
H: 0.635 -0.374 0.799
O: 0.178 1.776 -2.631
H: -0.076 1.400 -3.459
H: -0.384 1.311 -1.961
O: 0.240 1.813 3.135
H: 1.178 1.948 3.042
H: -0.097 2.188 2.349

The orbital gap comes out at 9.942 eV. Its net charge is -1.

Mulliken population analysis, charges in e, atoms 1 to 8: atom 1 (N): 0.8536, atom 2 (O): -0.5643, atom 3 (O): -0.7231, atom 4 (O): -0.7622, atom 5 (O): -0.6440, atom 6 (H): 0.3228, atom 7 (H): 0.3359, atom 8 (O): -0.7592

---

Which of them is least stable? Easy: #w.

---

#w
A 2-piece molecular cluster, C3H9O3 overall, computed with ωB97M-V with the def2-TZVPD basis set.

Positions of all 15 atoms, in Å:
C: -1.164 -0.120 -0.159
C: -0.378 -1.414 0.416
O: 0.878 -1.159 0.874
C: -0.619 1.189 0.469
O: 0.743 1.387 0.304
H: -2.260 -0.216 0.032
H: -1.069 -0.018 -1.239
H: -1.029 -1.793 1.236
H: -0.366 -2.122 -0.459
H: 1.041 0.339 0.567
H: -1.158 2.032 0.061
H: -0.954 1.071 1.513
H: 1.561 0.853 -1.068
H: 2.389 -0.462 -1.099
O: 2.385 0.432 -1.448

The orbital gap comes out at 7.971 eV. Its net charge is -1.

Mulliken population analysis, charges in e, atoms 1 to 8: atom 1 (C): -0.7920, atom 2 (C): -0.3341, atom 3 (O): -0.8426, atom 4 (C): -0.4792, atom 5 (O): -0.7062, atom 6 (H): 0.3704, atom 7 (H): 0.3080, atom 8 (H): 0.2905

---

#x
A 2-piece molecular cluster, C3H9O3 overall, computed with ωB97M-V with the def2-TZVPD basis set.

Positions of all 15 atoms, in Å:
C: 0.511 0.471 -0.778
O: 1.012 0.616 0.469
C: -0.150 -0.917 -0.942
C: -0.992 -1.200 0.284
O: -2.183 -1.995 0.036
H: 1.272 0.582 -1.587
H: -0.261 1.198 -1.124
H: -0.707 -0.841 -1.879
H: 0.604 -1.704 -1.016
H: -1.222 -0.277 0.799
H: -0.347 -1.752 0.974
H: -2.388 -2.307 0.925
H: 2.291 2.988 1.560
H: 1.213 2.114 0.909
O: 1.347 3.024 1.369

The orbital gap comes out at 6.893 eV. Its net charge is -1.

Mulliken population analysis, charges in e, atoms 1 to 8: atom 1 (C): -0.5273, atom 2 (O): -0.9144, atom 3 (C): -0.5729, atom 4 (C): -0.3223, atom 5 (O): -0.5399, atom 6 (H): 0.2753, atom 7 (H): 0.2467, atom 8 (H): 0.3195

---

Which of them is least stable? Easy: #x.

---

#w
A 4-piece molecular cluster, CH12NO3 overall, computed with ωB97M-V with the def2-TZVPD basis set.

Positions of all 17 atoms, in Å:
C: 1.667 -0.331 0.414
N: 0.255 -0.077 0.008
H: 2.149 -0.929 -0.355
H: 1.685 -0.871 1.354
H: 2.180 0.622 0.494
H: 0.222 0.529 -0.822
H: -0.218 -0.969 -0.209
H: -0.267 0.391 0.767
H: -0.853 2.063 2.660
H: -1.953 1.035 2.362
O: -1.061 1.307 2.100
H: -0.234 -3.486 -0.160
H: -1.283 -3.063 -1.165
O: -0.756 -2.715 -0.436
H: -1.200 1.895 -2.606
H: 0.068 2.700 -2.336
O: -0.400 1.901 -2.069

The orbital gap comes out at 12.923 eV. Its net charge is +1.

Mulliken population analysis, charges in e, atoms 1 to 8: atom 1 (C): -0.8544, atom 2 (N): -0.0671, atom 3 (H): 0.3508, atom 4 (H): 0.3324, atom 5 (H): 0.3607, atom 6 (H): 0.3498, atom 7 (H): 0.3308, atom 8 (H): 0.3269

---

#x
A 4-piece molecular cluster, CH12NO3 overall, computed with ωB97M-V with the def2-TZVPD basis set.

Positions of all 17 atoms, in Å:
C: -1.156 -1.504 0.260
N: -0.237 -0.366 0.066
H: -2.183 -1.168 0.197
H: -0.874 -2.118 1.121
H: -0.939 -2.095 -0.624
H: 0.509 -0.308 0.719
H: 0.294 -0.439 -0.928
H: -0.761 0.539 0.117
H: -2.462 2.194 0.350
H: -1.495 2.540 1.498
O: -1.603 2.075 0.640
H: 1.849 0.518 -2.514
H: 1.096 1.706 -2.144
O: 0.936 0.805 -2.536
H: 2.569 -0.979 2.093
H: 1.874 -2.027 0.999
O: 1.808 -1.228 1.532

The orbital gap comes out at 12.567 eV. Its net charge is +1.

Mulliken population analysis, charges in e, atoms 1 to 8: atom 1 (C): -0.8150, atom 2 (N): -0.2268, atom 3 (H): 0.3211, atom 4 (H): 0.2973, atom 5 (H): 0.3458, atom 6 (H): 0.3737, atom 7 (H): 0.4129, atom 8 (H): 0.3537

---

Which of them is least stable? Easy: #x.